Computed, not measured: the molecule C5H6O at a distorted geometry, with ωB97M-V/def2-TZVPD.

```
12
Properties=species:S:1:pos:R:3:forces:R:3:lowdin_charge:R:1
C 0.0632 -1.0882 -0.5620 0.0 -0.3 0.0 -0.13
C -0.3942 0.2918 -0.9549 0.8 0.2 0.3 -0.07
C -0.7453 1.0099 0.2675 -0.6 -1.0 1.7 -0.11
C 0.6696 0.8425 0.3752 0.5 0.0 -1.5 -0.03
O -0.8006 -0.2388 1.5201 -0.9 1.6 -1.5 -0.09
C 0.4103 -0.5824 0.8517 0.6 0.0 -0.3 -0.35
H -0.7003 -1.8682 -0.6306 0.0 0.0 0.1 0.11
H 0.9610 -1.3835 -1.1142 -0.2 0.0 0.1 0.11
H -0.7914 0.5470 -1.9534 0.6 0.3 0.7 0.13
H -1.2578 1.9838 0.1808 -0.2 -0.9 0.8 0.15
H 1.4237 1.5750 0.6664 -0.2 -0.2 -0.6 0.13
H 1.1557 -1.1734 1.3997 -0.5 0.2 0.2 0.14
```
Forces are in eV/Å.

Values from the calculation:
ΔE to the lowest compared entry with this formula, charge and spin = 108.2 kcal per mole
gap between HOMO and LUMO = 0.3564 Eh
spin multiplicity = 1
E_HOMO = -8.6 eV

=====

Computed, not measured: a cluster of 2 separate species, C5H6O in total at a distorted geometry, with ωB97M-V/def2-TZVPD.

```
12
Properties=species:S:1:pos:R:3:forces:R:3:lowdin_charge:R:1
C 2.0905 -0.3248 0.1760 0.1 0.0 0.1 -0.10
C 0.6312 -0.3046 -0.1956 -0.2 0.1 0.1 -0.19
C -0.2915 0.4917 0.2778 0.0 0.0 0.0 -0.16
C -1.2747 1.2470 0.6944 0.1 -0.1 0.0 -0.02
C -2.2589 -0.9935 -1.5649 -1.1 -0.3 0.6 0.01
O -3.1988 -1.2163 -0.9690 1.0 0.2 -0.7 0.04
H 2.3336 0.4386 0.9194 -0.1 -0.1 -0.1 0.07
H 2.7138 -0.1532 -0.7094 -0.1 0.0 0.1 0.07
H 2.3740 -1.3031 0.5820 -0.1 0.1 -0.1 0.07
H -1.5241 2.1797 0.1935 0.1 -0.1 0.1 0.06
H -1.8914 0.9594 1.5431 0.1 0.0 -0.1 0.06
H 0.2962 -1.0209 -0.9475 0.1 0.1 0.1 0.07
```
Forces are in eV/Å.

Values from the calculation:
ΔE to the lowest compared entry with this formula, charge and spin = 38.5 kcal per mole
gap between HOMO and LUMO = 0.3873 Eh
spin multiplicity = 1
E_HOMO = -9.5 eV

=====

Computed, not measured: a structure of composition C5H6O, with ωB97M-V/def2-TZVPD.

```
12
Properties=species:S:1:pos:R:3:forces:R:3:lowdin_charge:R:1
C 2.6001 0.0354 0.3288 -0.5 0.0 -0.2 0.13
C 1.4900 0.0894 -0.1386 0.4 0.0 0.1 -0.07
C 0.1713 0.0559 -0.8015 0.1 -0.2 -0.2 -0.34
C -0.9111 -0.7642 -0.0965 -0.1 -0.2 0.0 -0.10
C -1.2508 0.5590 0.5692 -0.1 0.1 0.2 -0.17
O -0.6447 1.2355 -0.5799 0.0 0.1 0.2 -0.09
H 3.5894 -0.0149 0.7334 -0.3 0.0 -0.1 0.03
H 0.3302 -0.1662 -1.8613 -0.1 0.2 0.1 0.15
H -1.6831 -0.9207 -0.8552 0.0 -0.3 0.2 0.12
H -0.7172 -1.6831 0.4543 0.2 0.2 0.0 0.11
H -0.6634 0.8697 1.4351 0.1 -0.5 0.2 0.11
H -2.3106 0.7041 0.8121 0.2 0.5 -0.6 0.12
```
Forces are in eV/Å.

Values from the calculation:
ΔE to the lowest compared entry with this formula, charge and spin = 70.0 kcal per mole
gap between HOMO and LUMO = 0.4115 Eh
spin multiplicity = 1
E_HOMO = -10.1 eV

=====

> ΔE to the lowest compared entry with this formula, charge and spin of number 3 (C5H6O)?

70.0 kcal per mole

=====

> What is the ΔE to the lowest compared entry with this formula, charge and spin in the third record?

70.0 kcal per mole

=====

> Among the records above, which one has the highest ΔE to the lowest compared entry with this formula, charge and spin?

number 1